Record 1
One molecule with the formula C27H34N4O2, computed with wB97M-V/def2-TZVPD.

## Properties
- E_HOMO (eV) = -8.0
- lowest unoccupied orbital energy (eV) = 0.63
- gap between HOMO and LUMO (eV) = 8.58
- SMILES = COc1ccc(CN2CCC(n3nccc3NC(=O)CCc3ccccc3)CC2)c(C)c1C
- relative energy (zero: lowest compared OMol25 entry of this formula, charge and spin) (eV) = 0.697

Geometry as ORCA input:
```
! wB97M-V def2-TZVPD RIJCOSX def2/J DEFGRID3
* xyz 0 1
C -4.650 -3.603 -0.669
O -4.674 -2.549 0.257
C -4.208 -1.325 -0.136
C -3.830 -1.024 -1.436
C -3.344 0.236 -1.730
C -3.216 1.222 -0.761
C -3.664 0.942 0.536
C -4.144 -0.331 0.849
C -4.585 -0.659 2.244
H -4.838 -1.712 2.312
H -3.791 -0.442 2.957
H -5.461 -0.073 2.523
C -3.665 1.968 1.634
H -4.647 2.003 2.104
H -2.940 1.706 2.404
H -3.434 2.962 1.270
C -2.558 2.523 -1.177
N -1.106 2.593 -1.099
C -0.504 2.558 0.213
C -0.276 1.147 0.768
H 0.229 1.202 1.734
H -1.221 0.625 0.900
C 0.576 0.342 -0.210
N 0.710 -1.018 0.262
C 1.722 -1.894 0.039
C 1.354 -3.097 0.606
C 0.084 -2.848 1.138
N -0.295 -1.606 0.920
H -0.561 -3.522 1.666
H 1.927 -3.999 0.625
N 2.869 -1.518 -0.645
C 4.018 -2.252 -0.729
O 4.131 -3.378 -0.305
C 5.152 -1.487 -1.390
C 5.883 -0.632 -0.337
C 4.965 0.379 0.291
C 4.674 1.571 -0.363
C 3.801 2.488 0.196
C 3.204 2.223 1.417
C 3.481 1.035 2.073
C 4.355 0.120 1.513
H 4.566 -0.806 2.027
H 3.016 0.820 3.023
H 2.526 2.941 1.856
H 3.589 3.413 -0.322
H 5.142 1.785 -1.314
H 6.719 -0.123 -0.823
H 6.283 -1.296 0.431
H 4.770 -0.850 -2.191
H 5.851 -2.209 -1.811
H 2.891 -0.566 -0.982
C -0.081 0.355 -1.593
C -0.349 1.801 -2.038
H 0.617 2.306 -2.176
H -0.867 1.802 -2.999
H -1.018 -0.197 -1.526
H 0.561 -0.141 -2.325
H 1.576 0.795 -0.264
H 0.468 3.063 0.130
H -1.122 3.135 0.901
H -2.814 2.720 -2.223
H -2.938 3.362 -0.591
H -3.054 0.455 -2.748
H -3.901 -1.756 -2.224
H -4.990 -4.483 -0.123
H -5.327 -3.421 -1.511
H -3.638 -3.782 -1.047
*
```

***

Record 2
C27H34N5S3SiTc as an isolated structure, computed with wB97M-V/def2-TZVPD.

## Properties
- E_HOMO (alpha / beta) (eV) = -10.5 / -10.5
- lowest unoccupied orbital energy (alpha / beta) (eV) = -2.56 / -4.37
- gap between HOMO and LUMO (alpha / beta) (eV) = 7.92 / 6.13
- relative energy (zero: lowest compared OMol25 entry of this formula, charge and spin) (eV) = 0.178

Geometry as ORCA input:
```
! wB97M-V def2-TZVPD RIJCOSX def2/J DEFGRID3
* xyz 1 4
Tc 0.496 0.102 -0.124
C -2.067 -1.149 1.263
N -0.814 -0.482 1.683
C -1.175 0.796 2.369
C -0.114 1.863 2.207
N 0.160 2.117 0.768
C -0.971 2.874 0.163
C 1.355 2.961 0.613
C 1.527 4.109 1.373
C 2.612 4.942 1.155
C 3.530 4.636 0.160
C 3.361 3.500 -0.608
C 2.274 2.657 -0.387
S 2.039 1.271 -1.435
C -0.048 -1.326 2.613
C -0.689 -2.164 3.519
C 0.038 -2.922 4.422
C 1.422 -2.835 4.446
C 2.069 -1.997 3.557
C 1.346 -1.246 2.628
S 2.232 -0.279 1.464
H -2.782 -1.211 2.086
H -2.526 -0.575 0.464
H -1.844 -2.145 0.895
H -2.119 1.147 1.953
H -1.331 0.610 3.433
H -0.460 2.771 2.707
H 0.815 1.552 2.680
H -1.141 3.804 0.711
H -0.726 3.111 -0.869
H -1.882 2.282 0.166
H 0.812 4.379 2.140
H 2.730 5.833 1.755
H 4.373 5.290 -0.022
H 4.063 3.251 -1.394
H -1.767 -2.245 3.535
H -0.483 -3.574 5.110
H 1.994 -3.425 5.150
H 3.148 -1.919 3.556
C -6.014 1.075 -2.587
Si -4.311 0.912 -3.381
C -3.373 2.518 -3.083
C -4.419 0.607 -5.239
C -3.541 -0.712 -2.717
C -4.329 -1.855 -2.862
C -3.847 -3.118 -2.561
C -2.537 -3.219 -2.137
N -1.758 -2.158 -1.948
C -2.249 -0.940 -2.196
S -1.176 0.422 -1.851
H -6.554 1.910 -3.040
H -5.942 1.271 -1.516
H -6.623 0.180 -2.722
H -3.898 3.329 -3.596
H -2.358 2.479 -3.472
H -3.319 2.773 -2.024
H -4.995 1.392 -5.733
H -4.895 -0.349 -5.463
H -3.422 0.595 -5.684
H -5.344 -1.754 -3.232
H -4.469 -3.996 -2.662
H -2.079 -4.182 -1.929
N 1.169 -2.020 -2.161
C 1.459 -3.307 -2.384
C 1.343 -3.964 -1.177
C 0.975 -2.977 -0.263
N 0.869 -1.801 -0.876
H 1.124 -1.268 -2.830
H 1.724 -3.670 -3.362
H 1.501 -5.008 -0.973
H 0.791 -3.079 0.794
*
```

***

Record 3
C27H34N7O2PS6Ti as an isolated structure, computed with wB97M-V/def2-TZVPD.

## Properties
- E_HOMO (alpha / beta) (eV) = -6.1 / -6.6
- lowest unoccupied orbital energy (alpha / beta) (eV) = -0.65 / -0.66
- gap between HOMO and LUMO (alpha / beta) (eV) = 5.50 / 5.95
- relative energy (zero: lowest compared OMol25 entry of this formula, charge and spin) (eV) = 0.594

Geometry as ORCA input:
```
! wB97M-V def2-TZVPD RIJCOSX def2/J DEFGRID3
* xyz 0 3
Ti 0.706 -0.037 -1.295
C 3.959 -0.095 1.656
C 2.708 0.198 0.898
N 2.462 -0.345 -0.296
N 3.398 -1.262 -0.767
C 3.286 -1.603 -2.066
N 4.060 -2.608 -2.494
S 2.282 -0.748 -3.133
C 1.662 1.034 1.362
C 1.653 1.725 2.596
C 0.585 2.510 2.932
C -0.506 2.620 2.043
C -0.449 1.918 0.864
N 0.581 1.133 0.514
H 4.825 0.006 1.000
H 4.088 0.578 2.499
H 3.948 -1.123 2.029
H 3.553 -2.033 -0.096
H 4.526 -3.205 -1.827
H 3.854 -3.004 -3.397
H 2.498 1.643 3.264
H 0.586 3.054 3.868
H -1.358 3.247 2.261
H -1.263 1.963 0.149
S 2.552 -6.279 -3.926
C 2.031 -5.321 -2.690
S 2.731 -5.312 -1.112
C 1.816 -3.987 -0.396
C 0.875 -3.457 -1.213
S -0.348 -2.200 -0.968
S 0.780 -4.150 -2.826
S 2.398 -3.558 1.193
C -1.146 -1.649 5.312
N -2.078 -1.440 4.116
C -2.625 -2.811 3.706
N -1.572 -3.714 3.431
C -0.704 -3.855 4.594
N -0.122 -2.581 5.015
C 0.836 -2.067 4.018
P 0.132 -1.762 2.317
C -1.344 -0.788 2.973
C -0.821 -3.364 2.213
H -1.778 -2.013 6.125
H -0.734 -0.672 5.562
H -2.857 -0.850 4.409
H -3.249 -2.650 2.828
H -3.230 -3.154 4.547
H 0.101 -4.545 4.350
H -1.287 -4.263 5.424
H 1.646 -2.790 3.914
H 1.271 -1.138 4.397
H -2.063 -0.648 2.163
H -1.016 0.197 3.312
H -0.106 -4.156 1.995
H -1.507 -3.303 1.366
C -3.300 5.873 -5.501
C -2.589 4.807 -4.713
C -2.844 3.463 -4.947
C -2.189 2.458 -4.248
C -2.516 1.021 -4.563
C -1.228 2.825 -3.294
C -0.939 4.174 -3.048
C 0.090 4.616 -2.041
C -1.642 5.142 -3.756
C -0.505 1.769 -2.536
O 0.732 1.867 -2.300
O -1.124 0.740 -2.108
H -4.319 5.572 -5.743
H -2.781 6.064 -6.443
H -3.339 6.813 -4.950
H -3.576 3.185 -5.698
H -3.108 0.968 -5.475
H -3.075 0.558 -3.751
H -1.616 0.421 -4.699
H -0.015 4.095 -1.089
H -0.003 5.687 -1.861
H 1.098 4.406 -2.398
H -1.436 6.188 -3.555
*
```

***

Record 4
C27H35BF4N4P2Sr as an isolated structure in a non-equilibrium geometry, computed with wB97M-V/def2-TZVPD.

## Properties
- E_HOMO (eV) = -6.5
- lowest unoccupied orbital energy (eV) = -0.93
- gap between HOMO and LUMO (eV) = 5.61

Geometry as ORCA input:
```
! wB97M-V def2-TZVPD RIJCOSX def2/J DEFGRID3
* xyz 0 1
Sr 0.101 -2.485 0.964
C -1.068 3.425 4.940
C -1.699 2.755 3.952
C -1.122 2.210 2.684
C 0.158 1.361 2.668
C 1.461 2.103 2.518
C 1.788 3.349 2.874
C 0.904 4.383 3.495
C 0.327 3.945 4.884
C 2.066 -2.980 2.830
H -1.615 3.633 5.866
H -2.775 2.592 4.062
H -1.010 3.021 1.958
H -1.912 1.570 2.272
H 0.149 0.678 3.530
H 0.095 0.681 1.786
H 2.252 1.449 2.124
H 2.822 3.675 2.710
H 0.126 4.776 2.824
H 1.578 5.225 3.698
H 0.986 3.196 5.355
H 0.360 4.829 5.551
H 1.615 -2.660 3.784
H 3.016 -2.445 2.659
H 2.222 -4.078 2.867
P 1.568 -1.393 -1.069
P -2.080 -0.704 -0.855
N 2.840 -0.237 -1.332
N 2.164 -2.714 -2.146
N -2.181 0.916 -1.494
N -3.682 -1.088 -1.695
C 0.369 -0.715 -2.306
C -1.030 -1.349 -2.235
C 3.843 0.021 -0.387
C 4.748 0.908 -0.948
C 4.291 1.218 -2.276
C 3.115 0.502 -2.483
C 2.432 -4.036 -1.770
C 2.882 -4.729 -2.888
C 2.899 -3.813 -3.987
C 2.450 -2.589 -3.503
C -1.872 2.083 -0.780
C -1.724 3.131 -1.679
C -1.988 2.614 -2.986
C -2.192 1.256 -2.858
C -4.512 -0.453 -2.629
C -5.454 -1.360 -3.119
C -5.195 -2.616 -2.471
C -4.089 -2.430 -1.645
H 0.720 -0.884 -3.332
H 0.348 0.378 -2.161
H -1.544 -1.166 -3.190
H -1.020 -2.446 -2.105
H 3.790 -0.458 0.584
H 5.642 1.294 -0.475
H 4.754 1.865 -3.001
H 2.442 0.458 -3.322
H 2.300 -4.344 -0.734
H 3.184 -5.769 -2.932
H 3.213 -3.989 -5.002
H 2.288 -1.653 -4.011
H -1.835 2.067 0.300
H -1.430 4.142 -1.444
H -2.041 3.162 -3.920
H -2.370 0.529 -3.634
H -4.391 0.572 -2.934
H -6.208 -1.145 -3.863
H -5.744 -3.536 -2.608
H -3.554 -3.136 -1.029
F -2.201 -2.179 1.974
B -1.421 -2.534 3.186
F -2.189 -2.634 4.282
F -0.737 -3.725 2.811
F -0.423 -1.498 3.241
*
```